3 unconnected molecules or ions with the total composition C25H28BClF3N2O9PS2, computed with ωB97M-V/def2-TZVPD.

Values from the calculation:
HOMO (eV): -8.4
Charge: 0
Structure (SMILES): CCOB(O)c1cc(CCCCS(=O)(=O)Cl)c2c(c1S)C(=O)C(C(F)(F)F)=C(P(=O)(O)O)C2=O.c1cc[nH]c1.c1cc[nH]c1
Energy (eV): -100092.8436

Each line ends with the Löwdin charge.
Cartesian coordinates (Å):
C (-3.8192, 0.2703, 0.0285)  -0.0710
C (-3.2828, 1.4415, -0.9463)  -0.2307
O (-3.4316, 1.1371, -2.3604)  -0.0223
B (-2.1598, 0.7191, -2.9428)  -0.5328
O (-1.7334, 1.3041, -4.1752)  0.1070
C (-1.3594, -0.4440, -2.1228)  -0.0482
C (-0.1905, -0.1769, -1.1419)  0.0457
C (0.5208, -1.3018, -0.3397)  -0.0775
C (1.6956, -1.0609, 0.7103)  -0.1600
C (1.6599, 0.3699, 1.4473)  -0.1893
C (3.1702, 0.8714, 1.6337)  -0.2325
C (4.0984, -0.1185, 2.4976)  -0.2413
S (3.9718, 0.3272, 4.3155)  0.4374
O (2.5516, 0.2066, 4.7985)  -0.3783
O (4.8530, -0.5929, 5.1392)  -0.3913
Cl (4.6736, 2.2689, 4.5250)  0.3829
C (0.0126, -2.7438, -0.5593)  0.0118
C (-1.1727, -3.0249, -1.5554)  -0.0282
C (-1.8864, -1.9108, -2.3606)  -0.3885
S (-3.2957, -2.2266, -3.5389)  0.7902
C (-1.6696, -4.5515, -1.6916)  -0.2327
O (-2.0333, -5.0439, -2.7793)  0.0632
C (-1.6035, -5.3887, -0.3084)  0.0442
C (-2.7705, -6.4269, 0.0051)  -0.3533
F (-2.3653, -7.7645, 0.0818)  0.1108
F (-3.8151, -6.3947, -0.9715)  0.0680
F (-3.4006, -5.9691, 1.2126)  0.0552
C (-0.5240, -5.1346, 0.5933)  -0.0548
P (-0.3481, -5.9948, 2.2627)  0.6740
O (-0.4422, -7.5153, 2.2143)  -0.2900
O (-1.4892, -5.2674, 3.3249)  -0.1773
O (1.1832, -5.6358, 2.9616)  -0.1714
C (0.5985, -4.0308, 0.2115)  -0.2559
O (1.8143, -4.1696, 0.4532)  0.0783
H (-4.9154, 0.0112, -0.1365)  0.0864
H (-3.1454, -0.6633, -0.0149)  0.0705
H (-3.7075, 0.6847, 1.1003)  0.0868
H (-3.9467, 2.3586, -0.7183)  0.1356
H (-2.2178, 1.7372, -0.6649)  0.1124
H (-2.5243, 1.8253, -4.4770)  0.1246
H (0.1143, 0.9247, -1.0146)  0.1111
H (1.5462, -1.8489, 1.5419)  0.1202
H (2.6873, -1.2678, 0.1896)  0.1296
H (1.1545, 0.2450, 2.4773)  0.1189
H (1.0238, 1.1533, 0.8944)  0.1032
H (3.1290, 1.8926, 2.1539)  0.0935
H (3.6278, 0.9601, 0.5806)  0.1288
H (5.1751, 0.0256, 2.1099)  0.1262
H (3.8132, -1.2191, 2.4335)  0.1166
H (-3.9584, -3.3708, -3.0850)  -0.0876
H (-1.9870, -4.5843, 2.8109)  0.0731
H (1.0605, -5.1312, 3.7962)  0.0793
C (2.5514, 6.8427, 6.9562)  -0.1141
C (3.3238, 7.6721, 6.1053)  -0.1158
C (3.8978, 6.8629, 5.1560)  -0.1444
N (3.5042, 5.5749, 5.4053)  -0.0057
C (2.6790, 5.5545, 6.4979)  -0.1410
H (1.9662, 7.1540, 7.8087)  0.0906
H (3.4455, 8.7427, 6.1789)  0.0903
H (4.5515, 7.0912, 4.3278)  0.1038
H (3.7781, 4.7687, 4.8685)  0.0712
H (2.2563, 4.6274, 6.8545)  0.1069
C (-1.3960, 3.6263, -8.4597)  -0.1155
C (-1.9690, 2.5880, -9.2350)  -0.1156
C (-2.1448, 1.5074, -8.4056)  -0.1380
N (-1.6950, 1.8535, -7.1595)  0.0006
C (-1.2416, 3.1455, -7.1824)  -0.1447
H (-1.1275, 4.6161, -8.7982)  0.0899
H (-2.2250, 2.6270, -10.2834)  0.0902
H (-2.5489, 0.5244, -8.5944)  0.1058
H (-1.6977, 1.2509, -6.3505)  0.1097
H (-0.8480, 3.6093, -6.2905)  0.1048